Record 1
One molecule with the formula C5H6O, computed with ωB97M-V with the def2-TZVPD basis set.

Properties
- LUMO level (eV) = 0.9
- SMILES string = C#CCC(C)=O
- charge = 0
- calculated total energy (eV) = -7326.910
- ΔE to the lowest compared entry with this formula, charge and spin (kcal/mol) = 54.8

Geometry (Å):
C -1.898 1.208 1.158
C -1.001 1.249 0.357
C 0.388 1.039 -0.035
C 0.641 -0.483 0.185
C 0.708 -1.424 -1.016
O 0.634 -0.944 1.300
H -2.513 1.231 2.024
H 0.768 1.422 -0.985
H 0.736 1.734 0.751
H 1.357 -2.272 -0.772
H 1.028 -0.967 -1.956
H -0.299 -1.836 -1.167

These are the Mulliken partial charges, in e, on atoms 1 to 6: -0.021 -0.594 -0.381 0.651 -1.014 -0.493

Record 2
One molecule with the formula C5H6O, computed with ωB97M-V with the def2-TZVPD basis set.

Properties
- LUMO level (eV) = 0.3
- SMILES string = CCC#CC=O
- charge = 0
- calculated total energy (eV) = -7327.202
- ΔE to the lowest compared entry with this formula, charge and spin (kcal/mol) = 48.0

Geometry (Å):
C -1.574 0.414 -0.103
C -1.024 -1.028 -0.096
C 0.433 -0.877 -0.078
C 1.531 -0.383 0.035
C 2.565 0.623 0.202
O 2.345 1.627 0.844
H -2.602 0.466 0.269
H -0.938 1.046 0.527
H -1.540 0.818 -1.122
H -1.379 -1.587 -0.969
H -1.349 -1.582 0.793
H 3.531 0.464 -0.303

These are the Mulliken partial charges, in e, on atoms 1 to 6: -1.067 -0.290 -0.138 0.261 -0.104 -0.423

Record 3
One molecule with the formula C5H6O, computed with ωB97M-V with the def2-TZVPD basis set.

Properties
- LUMO level (eV) = 0.6
- SMILES string = Cc1c(C)c1=O
- charge = 0
- calculated total energy (eV) = -7326.970
- ΔE to the lowest compared entry with this formula, charge and spin (kcal/mol) = 53.4

Geometry (Å):
C -0.389 1.881 0.330
C 0.426 0.681 0.127
C 0.312 -0.679 -0.085
C -0.564 -1.833 -0.120
C 1.596 -0.099 -0.244
O 2.748 -0.038 -0.549
H -0.482 2.493 -0.691
H 0.028 2.623 0.964
H -1.347 1.488 0.801
H -1.644 -1.712 -0.503
H -0.694 -2.303 0.839
H 0.009 -2.503 -0.870

These are the Mulliken partial charges, in e, on atoms 1 to 6: -0.954 0.151 0.227 -0.947 0.507 -0.613

Record 4
C5H6O as an isolated structure, computed with ωB97M-V with the def2-TZVPD basis set.

Properties
- LUMO level (eV) = 1.1
- charge = 0
- calculated total energy (eV) = -7326.058
- ΔE to the lowest compared entry with this formula, charge and spin (kcal/mol) = 74.4

Geometry (Å):
C 1.097 -0.356 -0.454
C 0.365 0.931 -0.154
C -1.098 0.572 -0.289
O -1.208 -0.828 -0.746
C -0.109 -1.064 0.181
C -0.451 0.214 0.976
H 1.988 -0.450 0.170
H 1.316 -0.590 -1.501
H 0.764 1.929 -0.355
H -1.816 1.393 -0.401
H 0.019 -2.066 0.597
H -0.868 0.314 1.976

These are the Mulliken partial charges, in e, on atoms 1 to 6: -0.462 -0.478 -0.255 -0.464 -0.167 -0.364

Record 5
One molecule with the formula C5H6O, computed with ωB97M-V with the def2-TZVPD basis set.

Properties
- LUMO level (eV) = 0.4
- SMILES string = C#CC(=O)CC
- charge = 0
- calculated total energy (eV) = -7327.598
- ΔE to the lowest compared entry with this formula, charge and spin (kcal/mol) = 38.9

Geometry (Å):
C -2.086 0.182 -2.247
C -1.070 0.186 -1.599
C 0.159 0.156 -0.799
O 1.248 0.252 -1.318
C -0.044 -0.001 0.693
C 1.251 -0.315 1.428
H -2.976 0.179 -2.840
H -0.492 0.937 1.051
H -0.809 -0.769 0.859
H 1.076 -0.394 2.505
H 1.997 0.463 1.247
H 1.674 -1.261 1.076

These are the Mulliken partial charges, in e, on atoms 1 to 6: 0.352 -0.370 0.085 -0.514 -0.369 -1.098

Record 6
C5H6O2 as an isolated structure, computed with ωB97M-V with the def2-TZVPD basis set.

Properties
- LUMO level (eV) = 5.8
- charge = -2
- calculated total energy (eV) = -9367.520

Geometry (Å):
O 2.712 -1.379 0.942
C 1.791 -0.873 0.082
C 1.154 0.473 0.547
C 0.354 1.103 -0.535
C -0.914 1.003 -0.843
H 0.917 -1.557 -0.094
H 2.199 -0.686 -0.948
H 1.981 1.138 0.851
H 0.546 0.257 1.443
H -1.509 1.403 -1.676
C -2.075 -0.025 0.267
O -3.281 -0.180 -0.306
H -3.875 -0.677 0.270

These are the Mulliken partial charges, in e, on atoms 1 to 6: -0.962 -0.529 0.199 -0.522 -0.806 0.109